Record 1
The following is a quantum chemistry calculation of 2 unconnected molecules or ions with the total composition C7H12O, from the Open Molecules 2025 dataset.

Cartesian coordinates (Å):
C (-1.76, -1.54, -2.11)
O (-1.78, -2.67, -1.45)
C (-1.39, -0.26, -1.35)
C (-0.24, -0.55, -0.28)
C (0.65, 0.39, 0.30)
C (0.59, 0.96, 1.61)
C (1.30, 2.04, 2.09)
C (1.67, 3.30, 1.70)
H (-1.08, -1.51, -3.05)
H (-2.69, -1.30, -2.71)
H (2.21, -3.32, 1.37)
H (-1.08, 0.54, -2.03)
H (-2.19, 0.26, -0.68)
H (-0.69, -1.12, 0.62)
H (0.32, -1.47, -0.66)
H (1.39, 0.87, -0.32)
H (-0.25, 0.41, 2.14)
H (1.85, -2.69, 1.58)
H (2.32, 4.05, 2.09)
H (0.85, 3.61, 1.15)

Values from the calculation:
HOMO-LUMO gap = 3.82 eV
highest occupied orbital energy = -6.86 eV
DFT total energy = -348.81782 hartree



Record 2
The following is a quantum chemistry calculation of 2 unconnected molecules or ions with the total composition C7H12O, from the Open Molecules 2025 dataset.

Cartesian coordinates (Å):
C (-0.94, 0.88, -2.97)
C (-0.83, 1.98, -2.12)
C (-0.30, 1.95, -0.69)
C (0.29, 0.76, -0.31)
C (0.53, 0.40, 1.03)
C (1.02, -0.88, 1.33)
C (1.40, -1.35, 2.72)
H (-0.93, -0.25, -2.77)
H (-1.22, 1.03, -3.97)
H (-1.01, 3.03, -2.55)
H (-0.43, 2.65, 0.13)
H (0.50, -0.01, -1.08)
H (0.31, 1.27, 1.75)
H (1.20, -1.61, 0.48)
H (0.66, -1.90, 3.37)
H (2.32, -1.97, 2.79)
H (1.68, -0.41, 3.31)
O (-1.19, -1.80, -0.47)
H (-1.05, -1.46, 0.42)
H (-2.00, -2.31, -0.41)

Values from the calculation:
HOMO-LUMO gap = 8.03 eV
highest occupied orbital energy = -7.77 eV
DFT total energy = -349.05289 hartree
SMILES string = C=C/C=C/C=C/C.O



Record 3
The following is a quantum chemistry calculation of 2 unconnected molecules or ions with the total composition C7H12O, from the Open Molecules 2025 dataset.

Cartesian coordinates (Å):
C (0.53, -2.37, 0.14)
C (-0.20, -1.76, -0.78)
C (0.12, -0.31, -1.09)
C (-0.14, 0.20, -2.29)
C (0.89, 0.32, 0.02)
C (0.41, 0.27, 1.26)
C (1.11, 0.94, 2.40)
H (0.21, -3.34, 0.59)
H (1.43, -1.89, 0.48)
H (-1.15, -2.16, -1.19)
H (-0.59, -0.37, -3.12)
H (-0.03, 1.22, -2.63)
H (1.85, 0.57, -0.45)
H (-0.56, -0.28, 1.46)
H (1.32, 1.98, 2.08)
H (0.25, 1.02, 3.12)
H (1.96, 0.22, 2.68)
O (-2.09, 1.92, 0.03)
H (-2.75, 1.59, -0.61)
H (-1.43, 2.33, -0.61)

Values from the calculation:
HOMO-LUMO gap = 9.22 eV
highest occupied orbital energy = -8.38 eV
DFT total energy = -349.04129 hartree
SMILES string = C=CC(=C)/C=C/C.O



Record 4
The following is a quantum chemistry calculation of C7H12O in the gas phase, from the Open Molecules 2025 dataset.

Cartesian coordinates (Å):
C (0.99, 0.76, 1.51)
C (1.98, 0.26, 2.22)
C (-1.44, 0.65, -2.28)
C (-0.88, -0.35, -1.68)
C (0.80, 0.71, 0.00)
C (-0.15, -1.64, 0.13)
C (-0.46, -0.19, -0.27)
O (-1.53, 0.43, 0.43)
H (2.94, 0.04, 1.78)
H (1.94, 0.24, 3.31)
H (-1.86, 0.48, -3.28)
H (-1.61, 1.66, -1.87)
H (-0.94, -1.31, -2.14)
H (0.55, 1.74, -0.24)
H (1.72, 0.20, -0.34)
H (0.00, 0.98, 1.93)
H (-0.99, -2.16, 0.45)
H (0.09, -2.12, -0.71)
H (0.53, -1.66, 0.94)
H (-1.69, 1.29, 0.11)

Values from the calculation:
HOMO-LUMO gap (spin up / spin down) = 6.11 / 7.88 eV
highest occupied orbital energy (spin up / spin down) = -5.15 / -9.90 eV
multiplicity = 3
DFT total energy = -348.89230 hartree
⟨S²⟩ = 2.0058



no.,strongest force on any atom (eV/A)
1,4.8
2,3.4
3,2.2
4,11.1